Here is a 13-piece molecular cluster, C31H97O40P9 overall from the Open Molecules 2025 dataset. Energies are from wB97M-V/def2-TZVPD.

Its energy is -7321.80507 Eh. As for the HOMO energy: -0.36154 hartree. For the HOMO-LUMO gap, the calculation gives 10.30 eV.

The geometry in ORCA input format:
```
! RIJCOSX wB97M-V def2-TZVPD def2/J DEFGRID3
* xyz 0 1
C -3.3691 3.5021 -0.2950
O -4.4823 3.0053 -1.0351
P -5.4831 4.1267 -1.5490
O -4.8579 5.1087 -2.4476
O -6.7725 3.4373 -2.1646
C -7.3987 2.4000 -1.3629
O -6.1151 4.7283 -0.1570
C -6.4613 6.1279 -0.1915
H -2.6876 2.6723 -0.1162
H -3.5528 3.9823 0.6674
H -2.7793 4.1838 -0.9139
H -6.6506 1.7611 -0.8982
H -7.8738 1.8004 -2.1401
H -8.1422 2.8072 -0.6825
H -7.5513 6.1157 -0.2770
H -6.1422 6.6410 -1.0974
H -6.1669 6.6789 0.6961
C 3.7811 -0.9095 -3.7634
O 4.6200 -2.0456 -3.5366
P 5.3324 -2.7396 -4.7751
O 6.1395 -1.8137 -5.5821
O 4.0191 -3.3745 -5.4736
C 3.4547 -4.6164 -5.0354
O 6.1342 -4.0344 -4.1765
C 6.5553 -5.0008 -5.1410
H 3.8847 -0.1855 -2.9561
H 2.7141 -1.1242 -3.8248
H 4.1153 -0.4201 -4.6799
H 3.5673 -5.3199 -5.8621
H 2.3813 -4.4316 -4.9638
H 3.8484 -4.9821 -4.0911
H 6.4981 -5.9875 -4.6803
H 7.5853 -4.7978 -5.4244
H 5.9194 -5.0913 -6.0231
C -2.6035 -3.0193 3.3399
O -3.2995 -4.2358 3.0132
P -4.3636 -4.2979 1.8340
O -4.1469 -3.3030 0.7717
O -5.7880 -4.3197 2.5935
C -5.9996 -3.5808 3.7916
O -4.2170 -5.7830 1.2591
C -4.2953 -6.8886 2.1543
H -2.9183 -2.2860 2.5919
H -1.5660 -3.1552 3.0335
H -2.7802 -2.7858 4.3826
H -5.2863 -2.7897 4.0065
H -6.2901 -4.2569 4.5954
H -6.9537 -3.0535 3.6568
H -5.1299 -7.5390 1.8849
H -4.4190 -6.5951 3.1951
H -3.4152 -7.5211 2.0392
C -5.0510 0.3717 1.2345
O -4.2734 0.7726 2.3773
P -4.9591 1.4877 3.6424
O -4.3201 1.0876 4.8977
O -4.9117 3.0201 3.2744
C -6.0426 3.8547 3.0545
O -6.4943 1.0813 3.5515
C -7.3413 1.2420 4.6961
H -6.1265 0.3836 1.4253
H -4.8380 -0.5984 0.7930
H -4.9234 1.2355 0.5727
H -6.5088 4.1422 4.0022
H -6.8443 3.4310 2.4532
H -5.6605 4.7838 2.6402
H -7.1588 2.1747 5.2280
H -7.1046 0.3991 5.3480
H -8.3841 1.1629 4.4003
C 7.6934 2.9651 0.0525
O 7.7437 1.5593 0.2064
P 7.0477 0.5585 -0.8325
O 5.6703 0.7993 -1.2756
O 8.2500 0.4493 -1.9150
C 7.9544 0.0018 -3.2489
O 7.2268 -0.7847 0.0959
C 8.3793 -0.9341 0.9083
H 8.6974 3.3936 -0.0050
H 7.3976 3.4033 1.0137
H 7.0494 3.4480 -0.6793
H 6.9472 -0.3826 -3.4287
H 8.6090 -0.8127 -3.5492
H 8.0127 0.8977 -3.8649
H 9.3476 -0.6173 0.5081
H 8.5392 -2.0059 1.0257
H 8.3624 -0.4850 1.8999
C 4.9368 -4.2179 4.1761
O 3.7454 -4.9069 4.5139
P 2.5000 -4.0734 5.0628
O 1.4087 -4.9086 5.5576
O 2.2203 -3.1004 3.8335
C 1.1263 -2.2028 3.7795
O 3.1325 -3.0501 6.1393
C 2.8931 -3.1566 7.5342
H 5.3745 -4.7942 3.3549
H 5.7016 -4.0678 4.9361
H 4.8615 -3.2523 3.6636
H 1.4551 -1.2678 4.2479
H 0.3945 -2.3760 4.5823
H 0.5792 -2.0928 2.8519
H 3.4968 -3.9627 7.9574
H 1.8735 -3.4119 7.8296
H 3.1564 -2.1937 7.9634
C -1.4458 -0.3721 0.4486
O -0.2475 -0.4913 -0.3411
P 0.1642 0.8231 -1.1446
O -0.9816 1.7122 -1.4518
O 1.3211 1.5240 -0.3048
C 2.4181 0.7861 0.2945
O 0.9304 0.2780 -2.4353
C 0.2941 0.2108 -3.7098
H -1.3315 -0.4664 1.5323
H -2.0790 -1.2266 0.2047
H -1.9389 0.5773 0.2611
H 2.1123 0.7381 1.3416
H 3.3321 1.3537 0.1597
H 2.4803 -0.2353 -0.0766
H 0.0704 -0.7982 -4.0545
H 1.0049 0.6524 -4.4079
H -0.5895 0.8460 -3.7504
C -4.1968 -0.1809 -6.9649
O -4.7243 -0.5257 -5.6673
P -4.4803 0.5077 -4.4345
O -5.5704 0.5815 -3.4452
O -3.1443 -0.0875 -3.8081
C -3.2367 -1.3663 -3.1760
O -4.1153 1.8561 -5.1941
C -3.2200 2.8197 -4.6336
H -3.1123 -0.2678 -7.0069
H -4.5783 0.7830 -7.2927
H -4.7083 -0.9083 -7.6005
H -2.4537 -1.4465 -2.4220
H -3.1826 -2.1509 -3.9256
H -4.1338 -1.4888 -2.5655
H -2.7134 2.4824 -3.7256
H -3.6645 3.7849 -4.4001
H -2.4144 2.9536 -5.3573
C -0.3292 4.9383 5.8699
O -0.5231 3.5909 5.3933
P 0.3454 3.2218 4.1148
O 1.7396 3.6758 4.0620
O 0.1781 1.6257 4.0423
C -1.1019 1.0069 4.2882
O -0.5203 3.8036 2.8699
C 0.0115 3.4411 1.5934
H -1.1440 5.2106 6.5299
H -0.1549 5.6336 5.0461
H 0.6281 4.9756 6.3979
H -1.8317 1.2448 3.5201
H -1.4857 1.3311 5.2555
H -0.9055 -0.0509 4.4508
H -0.7487 2.8224 1.1114
H 0.8476 2.7449 1.6397
H 0.3014 4.3162 1.0196
C 0.7713 0.0277 -8.1145
O 1.1866 0.1571 -6.7628
H 0.3469 0.9993 -8.4111
H 1.5789 -0.1854 -8.8145
H -0.0740 -0.6621 -8.1793
H 2.1471 0.1370 -6.7789
C 4.3445 -3.4005 -0.3219
O 5.7363 -3.4643 -0.5999
H 3.7665 -3.3747 -1.2437
H 4.1717 -4.2850 0.2912
H 4.0757 -2.5744 0.3440
H 6.0467 -2.9397 -1.3406
C 5.3335 1.1804 2.4696
O 6.5853 0.9559 3.0651
H 4.5591 1.3806 3.2053
H 5.4357 1.8746 1.6273
H 5.0304 0.2352 1.9839
H 7.2285 0.7426 2.3897
C 0.8007 4.3610 -2.4815
O -0.1364 3.9998 -3.4739
H 1.3314 3.5135 -2.0407
H 1.5960 4.9921 -2.8758
H 0.2913 4.9133 -1.6891
H -0.7584 3.3811 -3.0744
*
```